Entry 1:
An isolated molecule of C19H19BrN2O4, computed with the ωB97M-V functional and the def2-TZVPD basis.

E (a.u.): -3719.98310
Kohn-Sham gap (eV): 8.35
HOMO level (eV): -8.1
Lowest unoccupied orbital energy (eV): 0.2
Net charge: 0
Relative energy (zero: lowest compared OMol25 entry of this formula, charge and spin) (kJ/mol): 0.0
SMILES: Cc1ccc(NC(=O)COC(=O)CNC(=O)c2ccc(Br)cc2)c(C)c1

Last column: natural (NBO) charge in e.
Geometry (Å):
C (-3.777, 1.627, -4.437)  -0.62
C (-2.446, 1.217, -3.884)  -0.03
C (-1.437, 0.734, -4.702)  -0.20
C (-0.216, 0.358, -4.174)  -0.25
C (0.019, 0.456, -2.809)  0.20
N (1.249, 0.089, -2.235)  -0.63
C (2.341, -0.421, -2.839)  0.65
O (2.485, -0.647, -4.019)  -0.59
C (3.496, -0.691, -1.849)  -0.17
O (3.151, -1.632, -0.831)  -0.49
C (2.656, -1.170, 0.307)  0.80
O (2.445, -0.007, 0.549)  -0.62
C (2.375, -2.301, 1.290)  -0.33
N (1.738, -1.800, 2.480)  -0.61
C (0.437, -1.394, 2.397)  0.67
O (-0.243, -1.614, 1.415)  -0.62
C (-0.096, -0.707, 3.605)  -0.09
C (0.395, -0.945, 4.886)  -0.19
C (-0.153, -0.291, 5.975)  -0.25
C (-1.189, 0.607, 5.776)  -0.06
Br (-1.933, 1.513, 7.275)  0.06
C (-1.698, 0.850, 4.511)  -0.24
C (-1.152, 0.183, 3.432)  -0.16
C (-0.987, 0.940, -1.960)  -0.04
C (-0.783, 1.048, -0.478)  -0.66
C (-2.198, 1.311, -2.520)  -0.20
H (-4.010, 2.652, -4.152)  0.22
H (-3.786, 1.556, -5.522)  0.21
H (-4.564, 0.985, -4.042)  0.22
H (-1.600, 0.649, -5.767)  0.21
H (0.561, -0.016, -4.820)  0.25
H (1.302, 0.254, -1.238)  0.43
H (3.808, 0.253, -1.386)  0.21
H (4.323, -1.136, -2.404)  0.22
H (1.692, -3.003, 0.800)  0.26
H (3.302, -2.819, 1.540)  0.23
H (2.332, -1.349, 3.158)  0.40
H (1.184, -1.663, 5.049)  0.22
H (0.219, -0.478, 6.970)  0.23
H (-2.512, 1.546, 4.376)  0.23
H (-1.537, 0.343, 2.436)  0.24
H (0.090, 1.654, -0.231)  0.22
H (-0.653, 0.060, -0.034)  0.25
H (-1.653, 1.513, -0.019)  0.22
H (-2.980, 1.684, -1.873)  0.20

Forces on atoms 1 to 6 (eV/Å):
C -0.004 -0.013 0.052
C 0.041 -0.023 -0.094
C -0.164 0.086 0.199
C 0.186 -0.085 -0.062
C -0.293 0.042 -0.345
N -0.457 0.217 0.454

***

Entry 2:
A structure of composition C19H19Cl2N3O2S3W in a non-equilibrium geometry, computed with the ωB97M-V functional and the def2-TZVPD basis.

E (a.u.): -3231.76732
Kohn-Sham gap (alpha / beta) (eV): 5.95 / 6.17
HOMO level (alpha / beta) (eV): -7.1 / -7.3
Lowest unoccupied orbital energy (alpha / beta) (eV): -1.1 / -1.1
Net charge: 0
Relative energy (zero: lowest compared OMol25 entry of this formula, charge and spin) (kJ/mol): 178.7

Last column: natural (NBO) charge in e.
Geometry (Å):
W (0.052, 0.234, -1.741)  1.17
C (0.925, 2.672, -0.142)  -0.41
N (0.238, 1.455, 0.373)  -0.47
C (1.168, 0.854, 1.390)  -0.23
C (1.301, -0.645, 1.592)  -0.24
N (1.511, -1.507, 0.406)  -0.55
C (1.288, -1.082, -0.877)  -0.24
C (0.892, -2.798, 0.532)  0.26
C (1.603, -3.901, 0.962)  -0.24
C (0.979, -5.141, 1.048)  -0.17
C (-0.353, -5.280, 0.698)  -0.21
C (-1.075, -4.174, 0.267)  -0.18
C (-0.464, -2.933, 0.191)  -0.25
S (-1.467, -1.549, -0.350)  0.34
C (-1.046, 1.844, 0.988)  0.14
C (-1.350, 3.192, 1.130)  -0.24
C (-2.552, 3.636, 1.666)  -0.17
C (-3.509, 2.733, 2.068)  -0.20
C (-3.235, 1.384, 1.925)  -0.21
C (-2.021, 0.923, 1.421)  -0.14
S (-1.915, -0.839, 1.563)  0.15
H (1.243, 3.333, 0.669)  0.19
H (0.289, 3.189, -0.853)  0.25
H (1.826, 2.374, -0.674)  0.20
H (0.901, 1.267, 2.367)  0.23
H (2.155, 1.248, 1.153)  0.21
H (0.466, -1.028, 2.170)  0.22
H (2.190, -0.747, 2.221)  0.21
H (3.935, -0.355, -1.858)  -0.11
H (3.029, 0.310, -0.278)  -0.05
H (2.975, 1.328, -2.005)  0.04
H (2.649, -3.780, 1.210)  0.23
H (1.544, -6.002, 1.380)  0.22
H (-0.833, -6.248, 0.753)  0.23
H (-2.116, -4.267, -0.016)  0.23
H (-0.661, 3.951, 0.804)  0.23
H (-2.731, 4.700, 1.739)  0.22
H (-4.464, 3.059, 2.455)  0.23
H (-3.980, 0.648, 2.197)  0.23
S (-4.203, 2.510, -1.962)  -0.11
C (-2.791, 1.798, -1.765)  0.27
N (-1.745, 1.289, -1.564)  -0.77
Cl (2.523, 0.062, -1.583)  0.78
C (1.671, -0.165, -3.116)  -0.66
Cl (-0.990, -1.065, -3.428)  -0.34
C (1.534, 1.169, -3.769)  0.71
O (2.014, 1.613, -4.774)  -0.57
O (0.697, 1.814, -2.937)  -0.72
H (1.905, -1.081, -3.646)  0.25

Forces on atoms 1 to 6 (eV/Å):
W -0.897 -1.401 0.565
C 0.342 -0.036 -0.041
N 0.013 0.303 -0.051
C 0.061 0.141 -0.045
C 0.015 -0.122 0.206
N -0.058 -0.568 0.028

***

Entry 3:
A structure of composition C19H19Cl3MnN4O6 in a non-equilibrium geometry, computed with the ωB97M-V functional and the def2-TZVPD basis.

E (a.u.): -3937.00621
Multiplicity: 5
Kohn-Sham gap (alpha / beta) (eV): 6.64 / 7.64
HOMO level (alpha / beta) (eV): -11.7 / -11.8
Lowest unoccupied orbital energy (alpha / beta) (eV): -5.1 / -4.2
Net charge: +1
Relative energy (zero: lowest compared OMol25 entry of this formula, charge and spin) (kJ/mol): 55.8

Last column: natural (NBO) charge in e.
Geometry (Å):
Mn (-0.147, 0.668, -0.082)  1.58
Cl (-2.552, -2.293, 6.096)  0.06
C (-1.931, -1.374, 4.774)  -0.05
C (-1.416, -0.099, 5.004)  -0.17
C (-0.909, 0.650, 3.963)  -0.09
Cl (-0.265, 2.225, 4.259)  0.05
C (-0.895, 0.154, 2.656)  0.40
O (-0.315, 0.891, 1.709)  -0.75
C (-1.448, -1.124, 2.440)  -0.27
C (-1.559, -1.647, 1.101)  0.49
O (-1.510, -0.931, 0.103)  -0.63
C (-1.941, -1.889, 3.505)  -0.15
H (-1.405, 0.306, 6.007)  0.26
H (-1.720, -2.726, 0.975)  0.18
H (-2.353, -2.873, 3.319)  0.25
O (0.526, -2.018, -2.372)  -0.71
Cl (1.140, -0.916, -1.753)  2.53
O (2.434, -0.620, -2.229)  -0.73
O (0.251, 0.319, -1.943)  -0.85
O (1.135, -1.038, -0.280)  -0.82
N (5.217, 0.480, 3.175)  -0.23
C (4.650, 0.875, 2.259)  0.24
C (3.919, 1.372, 1.122)  -0.18
C (4.560, 1.944, 0.029)  -0.06
C (3.784, 2.408, -1.016)  -0.23
C (2.414, 2.264, -0.945)  0.09
N (1.785, 1.698, 0.096)  -0.54
C (2.539, 1.268, 1.116)  0.12
H (5.638, 2.019, 0.006)  0.25
H (4.231, 2.869, -1.885)  0.25
H (1.787, 2.609, -1.757)  0.21
H (2.021, 0.838, 1.962)  0.23
C (-2.817, 2.042, 0.572)  -0.25
C (-3.862, 3.074, 0.059)  -0.25
N (-3.492, 3.548, -1.271)  -0.40
C (-3.557, 2.438, -2.216)  -0.25
C (-2.680, 1.255, -1.719)  -0.26
N (-1.892, 1.717, -0.544)  -0.46
C (-1.136, 2.944, -0.912)  -0.28
C (-2.144, 4.091, -1.237)  -0.24
H (-3.281, 1.112, 0.900)  0.22
H (-2.229, 2.442, 1.395)  0.22
H (-3.913, 3.925, 0.737)  0.22
H (-4.855, 2.629, 0.005)  0.22
H (-3.216, 2.791, -3.189)  0.21
H (-4.595, 2.123, -2.320)  0.22
H (-1.998, 0.902, -2.489)  0.23
H (-3.280, 0.409, -1.388)  0.22
H (-0.540, 2.726, -1.800)  0.22
H (-0.500, 3.242, -0.076)  0.23
H (-1.907, 4.544, -2.198)  0.22
H (-2.098, 4.867, -0.474)  0.22

Forces on atoms 1 to 6 (eV/Å):
Mn -0.723 0.270 0.803
Cl 0.016 0.034 -0.025
C -0.004 0.052 0.186
C -0.025 0.017 0.089
C 0.040 0.131 0.078
Cl -0.012 -0.067 0.021

***

Entry 4:
A cluster of 11 separate species, C19H19Cl40NO5P in total in a non-equilibrium geometry, computed with the ωB97M-V functional and the def2-TZVPD basis.

E (a.u.): -19915.28646
Multiplicity: 2
Kohn-Sham gap (alpha / beta) (eV): 8.48 / 9.75
HOMO level (alpha / beta) (eV): -8.5 / -9.7
Lowest unoccupied orbital energy (alpha / beta) (eV): 0.0 / 0.0
Net charge: 0
Relative energy (zero: lowest compared OMol25 entry of this formula, charge and spin) (kJ/mol): 19.9

Last column: Mulliken charge in e.
Geometry (Å):
C (-1.180, -0.595, 1.414)  -1.43
C (-2.501, -0.130, 0.779)  1.64
C (-3.233, 0.728, 1.813)  -0.94
C (-2.228, 0.748, -0.447)  -2.77
C (-1.657, 0.035, -1.659)  1.51
O (-0.275, -0.198, -1.452)  -0.15
P (-1.850, 1.036, -3.174)  0.58
O (-1.187, 0.405, -4.324)  -0.56
O (-1.323, 2.490, -2.803)  -0.52
O (-3.418, 1.266, -3.405)  -0.53
C (-2.407, -1.317, -1.892)  -2.12
C (-3.603, -1.613, -0.980)  1.80
C (-4.908, -0.896, -1.376)  -0.73
C (-3.870, -3.123, -1.122)  -1.84
N (-3.279, -1.357, 0.441)  0.80
O (-4.241, -1.634, 1.235)  -0.68
H (-0.654, -1.289, 0.763)  0.48
H (-0.544, 0.261, 1.630)  -0.05
H (-1.401, -1.097, 2.357)  0.38
H (-3.225, 0.254, 2.786)  -0.28
H (-4.253, 0.917, 1.480)  0.23
H (-2.732, 1.696, 1.847)  0.40
H (-1.543, 1.538, -0.139)  1.01
H (-3.161, 1.242, -0.732)  0.36
H (0.020, -0.815, -2.128)  0.26
H (-1.613, 3.108, -3.483)  0.33
H (-3.757, 0.552, -3.954)  0.36
H (-1.665, -2.098, -1.717)  0.42
H (-2.734, -1.409, -2.926)  0.57
H (-5.736, -1.518, -1.045)  -0.03
H (-5.015, 0.061, -0.868)  0.12
H (-4.979, -0.778, -2.454)  0.25
H (-2.993, -3.706, -0.848)  0.44
H (-4.066, -3.325, -2.178)  0.41
H (-4.750, -3.420, -0.562)  0.40
C (2.579, 0.866, 2.276)  0.38
Cl (4.282, 1.151, 2.643)  -0.09
Cl (1.587, 2.043, 3.144)  -0.14
Cl (2.308, 1.043, 0.538)  -0.06
Cl (2.124, -0.762, 2.771)  -0.07
C (6.238, 4.530, 1.043)  0.34
Cl (7.724, 4.337, 0.117)  -0.09
Cl (4.965, 3.544, 0.323)  -0.04
Cl (6.523, 4.022, 2.711)  -0.11
Cl (5.725, 6.228, 1.043)  -0.12
C (-9.507, -1.447, -1.011)  0.32
Cl (-9.923, 0.206, -0.564)  -0.07
Cl (-9.140, -1.517, -2.739)  -0.11
Cl (-8.077, -1.930, -0.091)  -0.06
Cl (-10.851, -2.530, -0.648)  -0.10
C (-7.112, 2.940, 1.463)  0.31
Cl (-7.001, 3.231, 3.200)  -0.10
Cl (-8.690, 3.479, 0.875)  -0.12
Cl (-5.837, 3.837, 0.632)  -0.11
Cl (-6.919, 1.218, 1.141)  0.02
C (1.904, -1.076, -5.969)  0.32
Cl (0.414, -1.618, -6.741)  -0.10
Cl (3.254, -2.077, -6.513)  -0.05
Cl (2.217, 0.607, -6.397)  -0.12
Cl (1.747, -1.213, -4.215)  -0.07
C (-3.540, -1.288, 6.448)  0.27
Cl (-4.585, -2.617, 6.957)  -0.10
Cl (-4.111, 0.220, 7.169)  -0.11
Cl (-1.884, -1.603, 6.978)  -0.10
Cl (-3.576, -1.148, 4.688)  0.00
C (7.243, -0.929, -7.318)  0.34
Cl (9.005, -0.882, -7.226)  -0.11
Cl (6.709, -2.602, -7.514)  -0.09
Cl (6.556, -0.262, -5.836)  -0.06
Cl (6.698, 0.025, -8.700)  -0.09
C (4.147, -3.268, 5.643)  0.28
Cl (4.669, -3.394, 7.329)  -0.11
Cl (5.017, -4.446, 4.659)  -0.07
Cl (2.410, -3.588, 5.546)  -0.10
Cl (4.473, -1.644, 5.042)  -0.03
C (8.849, -5.830, 5.867)  0.34
Cl (10.558, -5.636, 6.267)  -0.10
Cl (7.895, -4.626, 6.732)  -0.03
Cl (8.625, -5.615, 4.127)  -0.10
Cl (8.315, -7.448, 6.331)  -0.10
C (8.390, 8.291, -2.619)  0.30
Cl (9.049, 6.963, -3.580)  -0.10
Cl (9.716, 9.246, -1.948)  -0.10
Cl (7.387, 9.319, -3.647)  -0.10
Cl (7.413, 7.632, -1.305)  0.00

Forces on atoms 1 to 6 (eV/Å):
C -0.262 -0.149 -0.017
C 1.004 0.039 0.652
C -0.154 0.021 -0.726
C -0.219 -0.015 -0.002
C -0.678 -0.231 0.063
O 0.098 0.187 0.124